{
  "formula": "C4H7FN2O3",
  "method": "ωB97M-V/def2-TZVPD",
  "elements": ["C", "C", "C", "F", "C", "N", "O", "N", "O", "O", "H", "H", "H", "H", "H", "H", "H"],
  "positions_angstrom": [[-1.522001, -0.749187, -0.069429], [-0.102302, -1.041119, 0.500901], [1.125046, -0.114795, -0.189375], [1.142781, -0.195847, -1.582294], [1.074826, 1.418072, 0.429681], [1.952583, 2.057373, -0.320306], [0.415022, 1.620725, 1.403436], [2.520198, -0.745257, 0.216240], [2.556682, -1.369461, 1.219648], [3.434618, -0.572542, -0.514676], [-1.488989, -0.983184, -1.183971], [-2.104174, -1.330023, 0.552662], [-1.947365, 0.314675, 0.102224], [-0.232646, -0.833100, 1.613721], [0.322527, -2.113383, 0.349480], [2.134529, 1.768282, -1.264535], [2.103175, 3.057910, -0.119999]],
  "forces_ev_per_a": [[2.081, 2.042, -2.112], [1.964, 0.728, -0.297], [-2.190, -1.355, 1.846], [-0.322, 0.486, 1.425], [0.023, -4.243, -1.664], [0.516, 3.674, 0.513], [0.292, 1.018, 0.175], [-2.009, 0.740, -0.619], [-0.275, -0.989, 2.148], [1.419, 0.641, -1.622], [-0.773, 0.115, 1.534], [-1.811, -1.726, 0.518], [1.311, -1.478, -0.357], [1.122, -0.179, -1.461], [-1.390, 1.673, 0.244], [0.101, -0.374, 0.007], [-0.059, -0.771, -0.279]],
  "mulliken_charge": [-1.08, -0.43, 0.46, -0.34, 0.31, -0.31, -0.53, 0.96, -0.56, -0.58, 0.29, 0.38, 0.26, 0.30, 0.37, 0.23, 0.27],
  "e_above_lowest_ev": 4.848,
  "charge": 0,
  "e_lumo_ha": 0.0123,
  "smiles": "CC[C@@](F)(C(N)=O)[N+](=O)[O-]",
  "total_energy_ha": -591.590423
}